(1)
Entry from the Open Molecules 2025 dataset: a structure of composition C41H50BHfNO7PSi3 at a distorted geometry (the ωB97M-V functional and the def2-TZVPD basis).

Geometry as XYZ:
```
105
Properties=species:S:1:pos:R:3:forces:R:3
Hf -0.02141 -0.63955 -0.20648 1.3 -0.3 3.6
O -0.73945 0.13968 4.31234 0.2 0.1 0.3
C -0.29595 0.10085 3.08156 -0.2 -0.2 -0.2
O -0.93557 -0.35951 2.15069 -0.1 -0.1 -0.3
C 1.05192 0.64424 2.84159 0.3 0.0 0.0
C 1.84992 1.30177 3.75845 -0.2 -0.1 0.1
C 3.10240 1.73775 3.33733 0.1 0.0 -0.1
C 3.48566 1.52469 2.02340 0.0 0.0 0.1
C 2.60084 0.87263 1.17408 -0.1 -0.1 -0.3
N 1.42325 0.42809 1.57880 0.0 0.1 -0.1
C 2.84476 0.67994 -0.31647 0.3 0.2 0.4
O 3.87662 1.03893 -0.81539 -0.1 0.0 -0.1
O 1.81672 0.13865 -0.90522 -1.1 -0.7 -0.1
H -1.62631 -0.24733 4.36902 -0.1 0.0 -0.1
H 1.49546 1.46458 4.76667 0.0 0.0 0.0
H 3.76142 2.25062 4.02446 0.0 0.0 0.0
H 4.43775 1.85581 1.63220 0.0 0.0 0.0
C -3.54943 -1.07327 0.44528 0.0 0.2 0.0
O -2.22517 -1.56487 0.25162 0.4 0.3 -0.3
Si -1.71561 -3.13709 0.69075 0.1 -0.3 -0.2
C -2.03661 -3.42449 2.53096 0.4 0.2 -0.2
C -2.82539 -4.38914 -0.18513 0.2 0.2 0.1
C 0.04314 -2.90888 0.09034 0.0 0.6 0.0
Si 0.30797 -3.56867 -1.69528 0.1 -0.5 -0.4
C -1.24812 -3.43758 -2.78003 0.1 0.1 0.3
C 0.76125 -5.40723 -1.72149 0.1 0.2 0.2
C 1.72758 -2.66549 -2.56988 -0.2 -0.1 0.2
Si 1.39996 -3.52607 1.25572 0.3 -0.2 0.0
C 1.44466 -2.65784 2.95469 -0.1 0.1 -0.2
C 1.23602 -5.36916 1.65042 0.0 0.2 -0.1
C 3.10461 -3.20050 0.50440 -0.2 -0.1 0.1
H -4.27334 -1.88694 0.37434 0.0 0.0 0.0
H -3.76442 -0.33825 -0.32840 0.0 -0.1 0.0
H -3.63272 -0.59653 1.42525 0.0 0.0 0.0
H -3.00497 -3.00796 2.82048 0.0 0.0 -0.1
H -1.27623 -3.00041 3.18569 -0.1 0.0 0.0
H -2.07194 -4.49673 2.73366 0.0 0.0 0.0
H -3.43529 -4.94350 0.52927 0.0 0.0 0.1
H -2.22438 -5.11535 -0.73591 0.0 0.0 0.0
H -3.49540 -3.91410 -0.90347 0.0 0.0 0.0
H -2.04701 -2.86791 -2.31118 0.0 0.0 -0.1
H -1.64597 -4.42750 -3.00977 0.1 0.0 0.0
H -1.01170 -2.95928 -3.73336 0.0 0.0 0.0
H 0.18945 -5.98993 -0.99635 0.0 0.0 -0.1
H 1.82137 -5.55830 -1.50498 0.0 0.0 0.0
H 0.56631 -5.82061 -2.71268 0.0 0.1 0.0
H 1.78601 -1.59927 -2.35891 0.1 0.0 -0.1
H 1.61255 -2.76653 -3.65118 -0.1 0.0 0.0
H 2.68894 -3.10878 -2.30715 0.0 0.0 0.1
H 0.51435 -2.15497 3.20301 0.0 -0.1 0.1
H 2.25105 -1.92300 3.01039 0.0 0.0 -0.1
H 1.62615 -3.39474 3.73905 0.0 0.0 0.0
H 0.20137 -5.64898 1.86610 0.0 0.0 0.0
H 1.83379 -5.61896 2.52954 0.0 0.0 0.0
H 1.58501 -5.99803 0.83077 0.0 0.0 0.0
H 3.17408 -2.20782 0.05224 0.0 0.0 0.0
H 3.34689 -3.93539 -0.26534 0.0 0.1 0.0
H 3.87505 -3.27407 1.27512 0.0 0.0 0.0
C 0.60867 6.46594 1.40503 0.0 0.0 0.0
C 1.27399 5.33365 1.84010 0.1 0.0 0.1
C 0.85505 4.07595 1.42274 0.0 -0.1 -0.1
C -0.23284 3.94871 0.56996 0.4 -0.4 0.3
C -0.89769 5.09316 0.13084 0.0 0.0 0.0
C -0.47625 6.34346 0.54363 0.0 0.0 0.0
P -0.90123 2.29101 0.08568 -0.9 0.8 -0.6
C -2.48086 2.48632 1.02982 0.2 -0.2 0.0
C -2.29767 2.44093 2.41456 0.0 0.0 -0.1
C -3.35981 2.58954 3.28739 0.0 0.0 0.0
C -4.63931 2.79212 2.78616 0.0 0.0 0.0
C -4.82819 2.87927 1.41780 0.0 0.0 0.0
C -3.75829 2.73105 0.54250 0.0 0.0 -0.1
C -1.17532 2.72223 -1.68370 0.1 0.0 0.0
C -0.03573 3.22157 -2.32174 0.0 -0.1 0.0
C -0.08895 3.64020 -3.63824 0.1 0.0 0.0
C -1.28507 3.57909 -4.33927 -0.1 0.0 0.0
C -2.41090 3.05356 -3.72794 0.0 -0.1 -0.1
C -2.35350 2.60807 -2.41366 0.0 -0.1 0.0
H 0.92987 7.44524 1.73413 0.0 0.0 0.0
H 2.12330 5.42819 2.50474 0.0 0.0 0.0
H 1.38805 3.19432 1.76296 -0.1 0.1 0.0
H -1.74693 5.00458 -0.53480 0.0 0.0 0.0
H -0.99654 7.22521 0.19359 0.0 0.0 0.0
H -1.29257 2.33770 2.80925 0.0 0.1 0.1
H -3.18779 2.56323 4.35646 0.0 0.0 0.0
H -5.47827 2.90384 3.46010 0.0 0.0 0.0
H -5.81461 3.07334 1.01691 0.0 0.0 0.0
H -3.94209 2.83404 -0.51551 0.0 0.0 0.2
H 0.90060 3.28900 -1.77867 0.0 0.0 0.0
H 0.80187 4.02191 -4.11967 0.0 0.0 0.0
H -1.33585 3.92143 -5.36441 0.0 0.0 0.0
H -3.34011 2.97099 -4.27728 0.0 0.0 0.0
H -3.23605 2.15826 -1.98478 0.1 -0.1 -0.1
O -0.31615 -0.10414 -3.43532 0.4 0.1 0.0
B -0.95562 -0.32132 -2.22094 -1.2 0.2 -2.1
O -2.32370 -0.53631 -2.47021 -0.1 0.1 0.2
C -2.49322 -0.46997 -3.82603 0.3 0.1 -0.3
C -3.64105 -0.63590 -4.57088 0.0 0.0 0.2
C -3.51222 -0.50389 -5.94918 0.0 0.0 -0.1
C -2.28346 -0.21806 -6.53915 0.0 0.0 0.0
C -1.12862 -0.06373 -5.78040 0.2 0.0 0.1
C -1.26318 -0.20107 -4.41624 -0.5 0.0 0.0
H -4.58842 -0.86644 -4.10154 0.0 0.0 0.0
H -4.38129 -0.63563 -6.57963 0.0 0.0 0.0
H -2.22339 -0.11753 -7.61455 0.0 0.0 0.0
H -0.17132 0.15696 -6.23306 0.0 0.0 0.0
```
Forces are in eV/Å.

Values from the calculation:
* HOMO-LUMO gap: 6.8 eV
* charge: +1
* energy relative to the best compared isomer or geometry (same formula, charge and spin): 0.973 eV
* HOMO energy: -10.6 eV

Löwdin population analysis, charges in e, atoms 1 to 99:
1 Hf 1.6789
2 O 0.1900
3 C -0.5063
4 O -0.0112
5 C -0.2133
6 C 0.0432
7 C -0.0013
8 C 0.0482
9 C -0.1657
10 N 0.0889
11 C -0.5542
12 O 0.1432
13 O -0.1879
14 H 0.1605
15 H 0.1355
16 H 0.1267
17 H 0.1382
18 C -0.0832
19 O -0.4241
20 Si 0.3804
21 C -0.1350
22 C -0.1368
23 C -0.5391
24 Si 0.4333
25 C -0.1566
26 C -0.1732
27 C -0.1580
28 Si 0.4233
29 C -0.1571
30 C -0.1641
31 C -0.1653
32 H 0.0947
33 H 0.0841
34 H 0.0885
35 H 0.0435
36 H 0.0061
37 H 0.0422
38 H 0.0407
39 H 0.0286
40 H 0.0412
41 H 0.0104
42 H 0.0466
43 H 0.0480
44 H 0.0257
45 H 0.0282
46 H 0.0405
47 H 0.0003
48 H 0.0499
49 H 0.0302
50 H -0.0174
51 H 0.0299
52 H 0.0453
53 H 0.0306
54 H 0.0362
55 H 0.0191
56 H 0.0194
57 H 0.0275
58 H 0.0412
59 C -0.0668
60 C -0.0686
61 C -0.0850
62 C -0.3512
63 C -0.0734
64 C -0.0538
65 P 1.1243
66 C -0.3364
67 C -0.1202
68 C -0.0672
69 C -0.0697
70 C -0.0626
71 C -0.0770
72 C -0.3853
73 C -0.0963
74 C -0.0505
75 C -0.0606
76 C -0.0574
77 C -0.0971
78 H 0.1104
79 H 0.1069
80 H 0.0691
81 H 0.1165
82 H 0.1126
83 H 0.0906
84 H 0.1104
85 H 0.1103
86 H 0.1121
87 H 0.0813
88 H 0.1144
89 H 0.1141
90 H 0.1120
91 H 0.1163
92 H 0.0897
93 O 0.1333
94 B -0.6441
95 O 0.0672
96 C -0.2316
97 C 0.0135
98 C -0.0768
99 C -0.0744

---

(2)
Entry from the Open Molecules 2025 dataset: a structure of composition C41H50BrN8O4ReS at a distorted geometry (the ωB97M-V functional and the def2-TZVPD basis).

Geometry as XYZ:
```
106
Properties=species:S:1:pos:R:3:forces:R:3
Re 0.22130 -0.06082 -0.19799 0.5 -2.5 0.1
N 3.45384 -3.28154 -0.48481 0.0 0.0 -0.1
C 2.54513 -2.29326 -0.23111 0.0 0.1 0.0
S 0.96228 -2.48858 -0.87700 -0.2 0.5 0.1
N 2.99010 -1.26931 0.43776 0.2 0.1 -0.1
N 2.05108 -0.28400 0.73488 -0.1 0.2 -0.1
C 2.44974 0.50314 1.67330 0.0 0.1 0.3
C 1.69711 1.53542 2.34337 0.2 -0.1 0.0
C 2.39928 2.31759 3.28205 0.0 0.0 0.0
C 1.76489 3.25408 4.06279 0.0 0.0 -0.1
C 0.37584 3.40917 3.93057 0.1 0.0 0.0
C -0.33376 2.64735 3.03248 -0.1 0.1 0.0
C 0.30428 1.69579 2.21436 -0.2 -0.3 0.0
O -0.44830 0.97066 1.41570 -0.2 0.9 -0.4
H 3.09187 -4.18202 -0.74775 0.0 0.0 0.0
H 4.29412 -3.27163 0.07040 0.0 0.0 0.1
H 3.45616 0.30920 2.03911 0.0 0.0 0.0
H 3.46608 2.14950 3.39399 0.0 0.0 0.0
H 2.31864 3.84248 4.78127 0.0 0.0 0.0
H -0.14513 4.12896 4.54970 0.0 0.0 0.0
H -1.40561 2.75370 2.92212 0.0 0.0 0.0
C -6.45165 -2.14455 3.33320 0.0 0.0 0.0
C -5.95988 -2.77171 2.02136 0.0 -0.1 0.0
C -6.90917 -2.35447 0.89864 0.0 0.0 0.0
C -5.99734 -4.30291 2.14536 0.0 0.0 0.0
C -4.52377 -2.33278 1.74888 0.0 0.0 0.0
C -4.14718 -1.65816 0.59767 0.0 0.0 0.0
C -2.81439 -1.34322 0.43912 -0.1 0.2 0.0
Br -2.26028 -0.35099 -1.09916 0.0 0.0 -0.1
C -1.79727 -1.65722 1.32816 0.1 0.1 0.1
O -0.52116 -1.42838 1.02210 -0.1 0.1 0.1
C -2.17650 -2.28415 2.52781 0.0 -0.1 0.2
C -3.52001 -2.60995 2.67795 0.0 0.0 0.0
C -1.22001 -2.64472 3.67935 0.1 0.0 -0.1
C -1.17667 -4.17382 3.82062 0.0 0.0 0.0
C 0.22371 -2.15457 3.50197 0.0 0.0 0.0
C -1.74940 -2.02060 4.97906 0.0 0.0 0.0
H -7.49761 -2.40738 3.50380 0.0 0.0 0.0
H -6.37497 -1.05615 3.29728 0.0 0.0 0.0
H -5.87741 -2.49824 4.19050 0.0 0.0 0.0
H -7.92225 -2.67556 1.14290 0.0 0.0 0.0
H -6.63526 -2.81589 -0.05253 0.0 0.0 0.0
H -6.92788 -1.27001 0.76956 0.0 0.0 0.0
H -7.02730 -4.64771 2.25733 0.0 0.0 0.0
H -5.43344 -4.64687 3.01371 0.0 0.0 0.0
H -5.57234 -4.77374 1.25713 0.0 0.0 0.0
H -4.86160 -1.38216 -0.16447 0.0 0.0 0.0
H -3.80892 -3.11822 3.58907 0.0 0.0 0.0
H -0.78343 -4.62935 2.90981 0.0 0.0 0.0
H -2.16562 -4.59335 4.00941 0.0 0.0 0.0
H -0.52582 -4.45223 4.65242 0.0 0.0 0.0
H 0.71791 -2.64222 2.66288 0.0 0.0 0.0
H 0.77829 -2.39158 4.41299 0.0 0.0 0.0
H 0.26739 -1.07591 3.34428 0.0 0.0 0.0
H -2.73964 -2.38977 5.24591 0.0 0.0 0.0
H -1.80483 -0.93363 4.88968 0.0 0.0 0.0
H -1.07365 -2.26162 5.80201 0.0 0.0 0.0
C 0.99959 4.54401 -3.68370 0.0 0.0 0.0
O 1.55899 4.25256 -2.40613 0.2 0.0 -0.1
C 2.50666 3.30389 -2.31488 -0.1 0.1 -0.2
C 3.05515 2.62468 -3.40067 0.2 0.2 0.0
C 4.07327 1.70033 -3.21444 1.0 2.0 0.9
C 4.54936 1.41971 -1.94091 0.3 0.5 -0.2
C 4.00228 2.08673 -0.85895 0.0 0.0 0.1
C 2.99182 3.01955 -1.03626 0.2 -0.1 0.3
N 2.57776 3.75463 0.11044 0.3 0.0 -0.2
C 1.43007 4.27217 0.45506 -0.3 0.0 0.1
C 0.14515 4.05749 -0.08298 0.0 0.1 0.3
C -0.80792 5.07660 0.14895 0.0 0.1 0.0
C -2.04036 5.04019 -0.44208 0.0 0.0 0.0
C -2.33949 3.96933 -1.29979 0.1 0.0 0.0
C -1.45370 2.93223 -1.48009 -0.2 -0.1 -0.1
C -0.22324 2.90324 -0.80809 -0.1 -0.3 -0.2
O 0.57304 1.85444 -0.87977 -0.2 0.4 0.5
H 0.21131 5.26690 -3.49892 0.0 0.0 0.0
H 0.57186 3.64719 -4.13491 0.0 0.0 0.0
H 1.74777 4.97925 -4.34791 0.0 0.0 0.0
H 2.70478 2.83906 -4.39936 0.0 0.0 0.0
H 4.51083 1.21761 -4.07868 0.6 2.4 1.3
H 5.35296 0.71173 -1.79179 0.0 0.0 0.0
H 4.35935 1.88898 0.14541 0.0 0.0 0.0
H 3.33757 3.95934 0.74779 0.0 0.0 -0.1
H 1.50642 4.97538 1.27893 0.0 -0.1 0.1
H -0.52120 5.91617 0.77180 0.0 0.0 0.0
H -2.76030 5.82870 -0.27724 0.0 0.0 0.0
H -3.28365 3.95697 -1.82946 0.0 0.0 0.0
H -1.68826 2.11431 -2.14791 0.0 0.0 0.0
C 2.38015 -2.20321 -6.15400 0.1 0.0 0.0
C 3.56669 -1.63934 -5.37607 -0.3 -0.1 0.0
C 3.94500 -2.54314 -4.20627 0.0 0.0 0.0
C 3.31673 -0.20289 -4.90842 -0.3 -1.4 -0.7
N 2.22717 -0.10061 -3.93998 0.0 -0.4 -0.3
C 2.27024 -0.16115 -2.61717 -0.3 -0.9 0.3
N 1.03388 -0.13726 -2.18212 -0.2 0.6 -0.6
N 0.23414 -0.01065 -3.26356 0.0 0.1 0.0
N 0.94355 -0.00078 -4.32320 0.0 0.1 0.0
H 2.60484 -3.21288 -6.49675 0.0 0.0 0.0
H 2.14883 -1.59092 -7.02687 0.0 0.0 0.0
H 1.48490 -2.25367 -5.53277 0.0 0.0 0.0
H 4.42051 -1.56599 -6.05624 0.0 0.0 0.0
H 3.11687 -2.65341 -3.50079 0.0 0.0 0.0
H 4.81315 -2.16154 -3.66297 0.0 0.0 0.0
H 4.19526 -3.53971 -4.56963 0.0 0.0 0.0
H 3.04535 0.43564 -5.74782 0.0 0.1 0.0
H 4.20554 0.19790 -4.42322 -1.0 -2.3 -1.1
H 3.15973 -0.26186 -2.01658 -0.4 -0.3 0.0
```
Forces are in eV/Å.

Values from the calculation:
* HOMO-LUMO gap (spin up / spin down): 6.0 / 6.0 eV
* charge: +1
* multiplicity: 2
* HOMO energy (spin up / spin down): -9.6 / -9.6 eV

Löwdin population analysis, charges in e, atoms 1 to 99:
1 Re 1.3568
2 N 0.0744
3 C -0.8560
4 S 0.7670
5 N 0.0021
6 N -0.1438
7 C -0.0773
8 C -0.1641
9 C -0.0588
10 C -0.0905
11 C -0.0668
12 C -0.0036
13 C -0.3388
14 O -0.2100
15 H 0.0842
16 H 0.0992
17 H 0.1329
18 H 0.1146
19 H 0.1034
20 H 0.1106
21 H 0.1275
22 C -0.0429
23 C -0.5589
24 C -0.0670
25 C -0.0413
26 C -0.1630
27 C -0.0615
28 C -0.4897
29 Br 0.9605
30 C -0.3519
31 O -0.4369
32 C -0.0660
33 C 0.0215
34 C -0.5206
35 C -0.0364
36 C -0.0493
37 C -0.0414
38 H 0.0873
39 H 0.0917
40 H 0.0773
41 H 0.0871
42 H 0.0884
43 H 0.0874
44 H 0.0875
45 H 0.0789
46 H 0.0923
47 H 0.1008
48 H 0.1053
49 H 0.0924
50 H 0.0792
51 H 0.0883
52 H 0.0789
53 H 0.0893
54 H 0.0760
55 H 0.0758
56 H 0.0916
57 H 0.0870
58 C -0.0260
59 O -0.0706
60 C -0.2115
61 C 0.0192
62 C -0.1163
63 C -0.0811
64 C -0.0050
65 C -0.1435
66 N 0.1715
67 C 0.0285
68 C -0.1468
69 C -0.0107
70 C -0.0602
71 C -0.0305
72 C -0.0377
73 C -0.3185
74 O -0.2359
75 H 0.1028
76 H 0.1016
77 H 0.1039
78 H 0.1205
79 H 0.0771
80 H 0.1269
81 H 0.1218
82 H 0.1711
83 H 0.1549
84 H 0.1246
85 H 0.1109
86 H 0.1188
87 H 0.0681
88 C -0.0686
89 C -0.3909
90 C -0.0630
91 C -0.1149
92 N -0.0689
93 C -0.1630
94 N -0.2173
95 N 0.0318
96 N 0.1116
97 H 0.0841
98 H 0.0832
99 H 0.0715